A molecular structure, C39H45FN5O3S2V. Source: OMol25; level of theory: ωB97M-V with the def2-TZVPD basis set.

```
96
Properties=species:S:1:pos:R:3:mulliken_charge:R:1
V -1.91 -1.37 -0.38 0.16
F 4.50 -3.78 -0.08 -0.36
C 4.05 -2.51 -0.16 0.58
C 2.70 -2.30 -0.15 -1.14
C 2.19 -1.01 -0.31 0.23
C 0.77 -0.79 -0.32 1.96
O -0.06 -1.71 -0.06 -0.38
C 0.35 0.54 -0.62 0.27
C 1.25 1.55 -0.71 -0.63
N 2.58 1.35 -0.65 0.44
C 3.47 2.49 -0.68 -0.39
C 3.19 3.62 -1.62 -0.92
C 4.37 2.73 -1.86 -0.41
C 3.08 0.07 -0.48 -0.26
C 4.46 -0.17 -0.44 -1.14
C 4.98 -1.45 -0.28 -0.18
N 6.36 -1.64 -0.22 0.11
C 7.26 -0.98 -1.13 -0.61
C 7.77 -1.96 -2.20 -0.86
N 8.41 -3.14 -1.53 -0.09
C 7.47 -3.81 -0.56 -0.64
C 7.00 -2.77 0.44 -0.92
C -1.14 0.72 -0.82 0.30
O -1.80 1.56 -0.26 -0.52
O -1.62 -0.21 -1.63 -0.62
H 2.03 -3.14 -0.05 0.64
H 0.93 2.57 -0.84 0.66
H 3.87 2.74 0.30 0.46
H 3.36 4.63 -1.27 0.28
H 2.36 3.53 -2.31 0.32
H 5.36 3.11 -1.68 0.30
H 4.30 2.04 -2.70 0.22
H 5.14 0.66 -0.50 0.95
H 8.11 -0.57 -0.58 0.32
H 6.77 -0.16 -1.64 0.40
H 8.50 -1.49 -2.85 0.45
H 6.94 -2.33 -2.80 0.35
H 9.24 -2.83 -1.02 0.38
H 8.73 -3.81 -2.23 0.35
H 8.00 -4.63 -0.07 0.36
H 6.63 -4.21 -1.12 0.44
H 7.86 -2.38 1.00 0.38
H 6.34 -3.23 1.17 0.47
S -4.19 -1.18 -0.41 -0.56
C -4.47 -0.16 0.95 0.38
N -5.55 0.63 1.01 0.25
C -5.62 1.61 2.09 -0.59
C -5.14 0.98 3.37 -0.97
N -3.81 0.43 3.19 0.22
C -2.80 0.69 4.23 -2.06
C -2.16 2.05 4.03 0.94
C -2.68 3.17 4.65 -0.38
C -2.14 4.43 4.42 -0.74
C -1.07 4.57 3.56 -0.55
C -0.53 3.45 2.94 -0.59
C -1.07 2.19 3.17 0.07
C -3.53 -0.20 2.03 0.61
S -2.11 -1.16 1.87 -0.48
C -6.55 0.71 -0.06 -2.08
C -6.25 1.81 -1.06 1.12
C -6.53 3.14 -0.75 -0.15
C -6.25 4.15 -1.66 -0.78
C -5.71 3.84 -2.90 -0.46
C -5.45 2.51 -3.22 -0.77
C -5.72 1.50 -2.31 -0.23
H -6.65 1.94 2.20 0.52
H -4.99 2.48 1.84 0.30
H -5.83 0.17 3.67 0.34
H -5.12 1.72 4.17 0.37
H -2.07 -0.10 4.21 0.70
H -3.31 0.66 5.20 0.59
H -3.51 3.06 5.35 0.40
H -2.56 5.29 4.91 0.40
H -0.64 5.55 3.37 0.41
H 0.32 3.55 2.27 0.39
H -0.65 1.32 2.68 0.38
H -7.51 0.90 0.42 0.55
H -6.60 -0.25 -0.56 0.72
H -6.98 3.39 0.20 0.37
H -6.48 5.18 -1.41 0.41
H -5.51 4.62 -3.62 0.41
H -5.05 2.26 -4.20 0.40
H -5.52 0.47 -2.57 0.38
C -0.53 -3.67 -2.68 -1.49
C -0.98 -4.16 -1.31 1.56
C -1.30 -5.66 -1.36 -1.61
C -2.20 -3.39 -0.81 -1.26
H 0.39 -4.17 -3.00 0.40
H -0.35 -2.59 -2.68 0.21
H -1.30 -3.88 -3.42 0.38
H -0.17 -4.03 -0.59 -0.28
H -2.15 -5.85 -2.02 0.35
H -1.54 -6.04 -0.37 0.40
H -0.45 -6.22 -1.75 0.43
H -2.56 -3.79 0.14 0.32
H -3.00 -3.46 -1.55 0.64
```

## Properties
HOMO-LUMO gap (alpha / beta)   5.3 / 6.9 eV
Charge   +2
2S+1   3
<S²>   2.05

=====

A molecular structure, C39H46BeOP2. Source: OMol25; level of theory: ωB97M-V with the def2-TZVPD basis set.

```
89
Properties=species:S:1:pos:R:3:mulliken_charge:R:1
Be 1.69 -0.74 -0.13 0.90
C -3.45 0.56 4.73 -0.57
C -4.11 0.35 3.58 -0.26
C -4.37 1.31 2.47 -1.32
C -3.14 1.76 1.62 0.35
C -1.99 2.40 2.35 -0.71
C -2.02 3.04 3.53 -0.20
C -3.17 3.09 4.48 -0.79
C -3.29 1.88 5.43 -0.69
C 3.46 -0.83 -0.03 -1.64
H -3.16 -0.31 5.34 0.37
H -4.63 -0.61 3.45 0.73
H -4.88 2.22 2.80 0.56
H -5.08 0.82 1.79 0.43
H -2.75 0.91 1.04 -0.38
H -3.57 2.45 0.86 0.41
H -1.04 2.37 1.80 0.56
H -1.13 3.58 3.89 0.35
H -4.14 3.19 3.96 0.26
H -3.12 4.01 5.08 0.43
H -2.41 1.85 6.10 0.35
H -4.17 2.07 6.07 0.33
H 3.45 -1.69 0.68 0.28
H 3.95 0.00 0.50 0.15
H 4.12 -1.08 -0.87 0.53
P 0.17 -1.88 -1.14 0.45
P 2.02 0.62 -1.78 1.44
C -0.55 -0.29 -1.66 -1.22
C 0.27 0.65 -2.20 -1.46
C -0.01 -2.86 -2.70 0.28
C -0.95 -2.46 -3.66 0.17
C -1.14 -3.20 -4.83 -0.83
C -0.41 -4.37 -5.06 -0.48
C 0.53 -4.78 -4.10 -0.74
C 0.74 -4.03 -2.94 -0.24
C -1.31 -2.51 -0.19 0.22
C -1.78 -1.75 0.89 -0.29
C -2.88 -2.17 1.64 -0.06
C -3.61 -3.31 1.27 -0.84
C -3.19 -4.03 0.14 -0.78
C -2.04 -3.65 -0.57 -0.95
C 2.72 0.65 -3.53 0.49
C 2.29 -0.32 -4.46 -0.07
C 2.54 -0.16 -5.83 -0.71
C 3.25 0.96 -6.30 -0.52
C 3.77 1.86 -5.37 -0.61
C 3.52 1.70 -4.00 -0.51
C 2.34 2.38 -1.31 0.32
C 3.62 2.72 -0.80 -0.54
C 3.89 4.04 -0.42 -0.78
C 2.91 5.03 -0.56 -0.46
C 1.65 4.69 -1.08 -0.68
C 1.36 3.37 -1.44 -0.18
H -1.65 -0.18 -1.60 0.96
H -0.04 1.40 -2.94 0.98
H -1.53 -1.55 -3.52 0.44
H -1.87 -2.87 -5.57 0.40
H -0.57 -4.96 -5.96 0.38
H 1.10 -5.68 -4.26 0.38
H 1.48 -4.34 -2.20 0.45
H -1.25 -0.83 1.15 0.26
H -3.20 -1.59 2.51 0.32
H -4.49 -3.60 1.86 0.41
H -3.76 -4.89 -0.18 0.38
H -1.72 -4.24 -1.43 0.44
H 1.74 -1.20 -4.12 0.32
H 2.16 -0.88 -6.54 0.42
H 3.41 1.10 -7.37 0.36
H 4.36 2.71 -5.71 0.39
H 3.93 2.43 -3.30 0.31
H 4.38 1.95 -0.72 0.49
H 4.87 4.29 0.00 0.41
H 3.12 6.05 -0.26 0.38
H 0.88 5.46 -1.20 0.39
H 0.38 3.12 -1.83 0.35
C 2.49 -1.50 3.10 -2.01
C 1.22 -0.76 2.71 1.89
C 0.08 -1.54 3.37 -1.45
C 1.21 0.63 3.36 -1.44
O 1.05 -0.67 1.30 -0.27
H 2.54 -1.66 4.19 0.47
H 3.38 -0.94 2.81 0.32
H 2.51 -2.49 2.62 0.39
H 0.35 -1.74 4.42 0.57
H -0.85 -0.96 3.35 -0.03
H -0.08 -2.50 2.86 0.37
H 1.96 1.31 2.93 0.22
H 0.22 1.12 3.27 0.10
H 1.44 0.51 4.42 0.42
```

## Properties
HOMO-LUMO gap   7.0 eV

=====

A molecular structure, C39H46MoP2. Source: OMol25; level of theory: ωB97M-V with the def2-TZVPD basis set.

```
88
Properties=species:S:1:pos:R:3:mulliken_charge:R:1
Mo 1.92 -1.89 -0.72 0.13
C 0.65 -1.18 2.07 -0.14
C 1.32 -2.34 1.77 -0.69
C 0.60 -3.67 1.58 -0.94
C 0.51 -4.15 0.13 -0.73
C -0.02 -3.09 -0.80 -0.70
C -0.58 -1.86 -0.40 0.44
C -1.50 -1.67 0.79 -1.69
C -0.82 -1.10 2.10 -1.02
C 1.57 -1.51 -2.71 -1.35
H 1.21 -0.26 2.22 0.62
H 2.40 -2.43 1.99 0.81
H -0.43 -3.67 1.99 0.38
H 1.16 -4.42 2.17 0.51
H 1.50 -4.47 -0.24 0.22
H -0.10 -5.08 0.08 0.52
H -0.31 -3.46 -1.80 0.65
H -0.81 -1.18 -1.26 0.71
H -1.99 -2.63 1.06 0.45
H -2.31 -0.96 0.50 0.38
H -1.15 -0.06 2.24 0.43
H -1.22 -1.64 2.98 0.46
H 0.92 -0.67 -2.98 0.41
H 1.17 -2.45 -3.14 0.29
H 2.58 -1.33 -3.14 0.49
P 6.03 -5.28 -2.13 0.38
P 3.75 -6.14 -3.96 0.47
C 5.13 -6.78 -1.73 -0.39
C 3.95 -7.03 -2.41 -0.28
C 7.82 -5.72 -2.02 0.67
C 8.32 -6.79 -1.26 -0.25
C 9.69 -7.11 -1.31 -0.73
C 10.56 -6.34 -2.09 -0.46
C 10.09 -5.21 -2.77 -0.63
C 8.72 -4.90 -2.74 -0.45
C 5.80 -4.15 -0.71 0.12
C 4.78 -3.17 -0.81 -0.03
C 4.60 -2.23 0.20 0.18
C 5.39 -2.31 1.36 -0.70
C 6.37 -3.31 1.48 -0.90
C 6.60 -4.21 0.44 -0.43
C 4.50 -7.27 -5.23 0.49
C 5.88 -7.54 -5.15 -0.16
C 6.56 -8.14 -6.22 -0.73
C 5.85 -8.53 -7.37 -0.44
C 4.45 -8.42 -7.39 -0.66
C 3.77 -7.81 -6.32 -0.39
C 1.99 -6.00 -4.43 0.69
C 1.65 -5.03 -5.40 -0.32
C 0.32 -4.73 -5.67 -0.65
C -0.70 -5.43 -5.01 -0.43
C -0.37 -6.48 -4.14 -0.73
C 0.97 -6.78 -3.86 -0.55
H 5.56 -7.42 -0.96 0.54
H 3.20 -7.78 -2.14 0.47
H 7.66 -7.37 -0.62 0.26
H 10.05 -7.97 -0.74 0.40
H 11.62 -6.63 -2.17 0.41
H 10.78 -4.56 -3.32 0.41
H 8.33 -4.03 -3.27 0.38
H 4.13 -3.16 -1.69 0.42
H 3.92 -1.32 0.06 0.43
H 5.23 -1.59 2.17 0.47
H 6.96 -3.39 2.40 0.42
H 7.40 -4.95 0.53 0.39
H 6.44 -7.27 -4.25 0.10
H 7.63 -8.30 -6.16 0.42
H 6.38 -8.94 -8.23 0.39
H 3.89 -8.80 -8.24 0.39
H 2.68 -7.76 -6.33 0.38
H 2.45 -4.49 -5.91 0.44
H 0.07 -3.95 -6.39 0.42
H -1.75 -5.17 -5.18 0.43
H -1.17 -7.07 -3.67 0.43
H 1.22 -7.60 -3.19 0.33
C -0.12 1.39 0.13 -0.89
C 1.03 1.34 -0.85 0.76
C 1.62 2.76 -1.04 -1.66
C 2.10 0.25 -0.46 -1.05
H 0.23 1.59 1.15 0.32
H -0.65 0.43 0.17 -0.38
H -0.86 2.15 -0.15 0.53
H 0.61 1.07 -1.84 -0.16
H 2.20 3.10 -0.16 0.36
H 2.28 2.80 -1.92 0.40
H 0.82 3.49 -1.21 0.42
H 2.94 0.39 -1.18 0.66
H 2.51 0.43 0.56 0.61
```

## Properties
HOMO-LUMO gap (alpha / beta)   7.3 / 5.0 eV
Charge   +2
2S+1   3
<S²>   2.02

=====

Result set for ΔE to the lowest compared entry with this formula, charge and spin: 173.6; 85.0; 17.6 kJ/mol, one per record in the order listed.
Result set for strongest force on any atom: 5.17; 3.63; 3.14 eV Å⁻¹, one per record in the order listed.